i | This record from the OMol25 dataset describes 17 unconnected molecules or ions with the total composition H33O17. The level of theory is wB97M-V/def2-TZVPD.

XYZ file:
```
50
Properties=species:S:1:pos:R:3:mulliken_charge:R:1
H -3.20 0.39 0.65 0.3336
O 4.54 0.44 1.98 -0.6778
O 1.90 4.61 3.03 -0.6235
H -2.92 4.29 -0.86 0.3196
O -1.35 0.59 1.63 -0.9478
O 0.49 -3.31 -1.19 -0.6183
O 0.81 2.84 -5.07 -0.6395
H -4.74 0.99 -2.19 0.2598
H 2.07 -3.42 0.52 0.3400
H -0.71 1.56 0.64 0.5392
O 5.80 -1.83 1.44 -0.6028
H 3.34 -3.15 1.32 0.2666
H 2.71 -4.99 2.51 0.3675
H 1.56 3.72 3.22 0.3232
H 1.37 -0.19 0.25 0.2605
H 0.99 -4.05 -0.87 0.2968
H -4.14 -1.52 -0.65 0.3240
H 3.96 0.44 2.75 0.2911
H 2.01 -4.14 3.55 0.3077
O 2.64 -4.87 3.46 -0.6610
H -2.44 0.19 -2.16 0.3517
H 5.44 -2.47 1.99 0.2928
O -2.41 3.78 -1.49 -0.6554
H -0.15 2.18 3.99 0.2300
H -0.86 -0.16 1.98 0.0745
H 0.95 0.99 -0.05 0.3604
H -1.84 -2.61 -4.61 0.2807
O -0.16 2.27 3.06 -0.6389
H 0.82 2.35 -4.23 0.3267
H 1.07 3.70 -4.74 0.3123
H -1.95 3.16 -0.89 0.2885
H 5.57 -1.01 1.07 0.3171
H -0.94 1.80 2.58 0.3569
H -1.63 -1.87 -3.26 0.4392
O -3.78 1.14 -2.25 -0.6158
H 2.73 4.47 2.56 0.3024
H -4.96 -2.79 -0.87 0.2750
O 2.92 -3.78 0.72 -0.6215
O -0.18 2.23 0.09 -0.6504
H 3.93 0.33 1.24 0.3931
H -0.40 -3.43 -1.48 0.2966
H -3.91 2.10 -2.16 0.2878
H -3.98 1.22 1.55 0.2905
H -1.07 -0.58 -1.67 0.2731
H -0.53 2.58 -0.71 0.1399
O -4.08 0.79 0.70 -0.6294
O -1.74 -0.43 -2.33 -0.6150
O -1.26 -2.59 -3.84 -0.6410
O 1.81 0.51 -0.26 -0.6704
O -4.08 -2.48 -0.65 -0.6104
```

Calculated values
Total charge: -1
Multiplicity: 1
Orbital gap, eV: 8.5

ii | This record from the OMol25 dataset describes 17 unconnected molecules or ions with the total composition H33O17. The level of theory is wB97M-V/def2-TZVPD.

XYZ file:
```
50
Properties=species:S:1:pos:R:3:mulliken_charge:R:1
H -5.85 0.28 -1.36 0.2694
H 0.68 1.24 -0.02 0.1269
H -2.41 -1.00 0.20 0.0797
O -0.89 1.63 3.56 -0.6770
H 2.18 1.04 -5.43 0.2556
H -0.78 -6.26 -1.40 0.3292
H -1.42 0.68 -3.55 0.2451
H -0.93 -2.61 4.68 0.3221
H -0.06 -5.40 -0.48 0.3276
H 3.45 0.45 3.85 0.2975
H 2.52 1.65 3.84 0.3189
O 4.32 0.36 -1.09 -0.7246
O -2.21 -0.06 0.42 -0.7548
O 2.69 0.80 4.27 -0.6184
H -0.69 2.60 3.26 0.2961
H -0.93 0.70 0.37 0.3402
H -0.50 -1.44 4.72 0.2680
H -0.68 1.47 -4.64 0.3722
O 0.07 0.88 0.57 -0.5208
O 1.47 0.95 -5.87 -0.5616
O -3.39 2.18 0.24 -0.6352
H 0.91 -0.85 2.32 0.3478
O -0.29 -2.19 5.09 -0.6131
H 2.82 -0.15 2.27 0.1864
O 1.38 -1.62 2.68 -0.7376
H 1.20 2.96 -4.03 0.3523
H 3.70 0.24 -0.31 0.4817
H -3.17 1.45 0.84 0.3124
H -4.55 -0.16 -0.61 0.3338
H 2.34 0.80 -2.45 0.2753
O -5.48 -0.03 -0.58 -0.6213
H 4.95 -0.55 -0.75 0.3060
H 1.17 -1.59 3.79 0.3748
H -2.92 -0.45 2.46 0.3609
O 0.39 3.51 -4.18 -0.6806
H 0.88 0.38 -5.63 0.2964
H -0.68 1.10 2.81 0.3212
O 3.17 -0.32 1.43 -0.6322
H 3.40 1.63 -2.11 0.3043
H -2.51 2.51 0.20 0.2500
O -0.95 0.60 -4.32 -0.5950
O -2.51 -1.34 2.80 -0.6870
H -0.65 -0.61 -2.11 0.1841
H 2.78 -1.24 1.16 0.3706
H -1.68 -0.57 -0.90 0.3735
O -0.19 -6.36 -0.57 -0.6556
O -1.14 -1.17 -1.48 -0.6669
O 2.85 1.43 -2.82 -0.5330
H -1.69 -1.21 2.33 0.3352
H -0.17 3.65 -3.45 0.2994
```

Calculated values
Total charge: -1
Multiplicity: 1
Orbital gap, eV: 8.6

iii | This record from the OMol25 dataset describes 17 unconnected molecules or ions with the total composition H33O17. The level of theory is wB97M-V/def2-TZVPD.

XYZ file:
```
50
Properties=species:S:1:pos:R:3:mulliken_charge:R:1
H 2.73 -2.46 2.67 0.4397
H 1.98 1.55 -0.11 0.3145
O -4.28 -1.40 3.53 -0.6569
H -0.19 -3.89 -0.43 0.3759
H -1.85 0.52 -0.58 0.2854
H -2.43 -3.21 -0.79 0.2258
O 1.24 -2.17 1.92 -0.8424
H -1.07 -0.96 1.33 0.3613
O -0.48 2.11 2.89 -0.6091
O -1.71 -3.13 -1.30 -0.6083
O -1.98 1.57 -0.75 -0.5663
O -1.47 -1.09 2.22 -0.6756
H -0.74 -5.46 -0.50 0.2524
H -1.44 5.45 0.50 0.3131
H 3.93 -2.03 -2.66 0.3003
H 1.69 -2.36 1.07 0.5495
H -0.74 -1.23 2.82 0.2382
H -2.28 3.89 -1.81 0.3291
H 1.09 -2.73 -1.21 0.2765
H -4.26 -2.21 4.07 0.2917
H 4.44 -2.14 -1.17 0.3257
H -0.81 -0.78 -1.28 0.4713
H -1.37 -0.72 -2.82 0.2233
O -0.03 0.39 -5.02 -0.5678
H 3.97 -1.68 3.42 0.2686
H -0.19 0.45 -5.90 0.2819
O -1.69 4.55 0.71 -0.6713
O -0.16 -0.57 0.01 -0.1336
O -0.02 -4.82 -0.63 -0.6189
H -3.31 -1.48 2.99 0.3781
O -1.70 -0.73 -1.92 -0.8933
H -2.39 1.80 0.03 0.2652
H 2.71 4.25 0.98 0.3072
H -0.73 0.18 -4.50 0.3222
H 1.40 2.60 -1.08 0.2860
O -2.50 4.84 -1.61 -0.7402
O 3.68 -2.22 2.72 -0.6581
O 2.07 2.44 -0.43 -0.5883
H 0.37 -1.70 1.67 -0.0207
H 0.55 0.09 0.02 -0.2176
O 4.58 -1.68 -2.05 -0.6242
H -2.90 4.47 -0.73 0.4284
H -1.27 4.17 -0.12 0.3412
H -1.69 -2.25 -1.83 0.3551
H -1.34 2.12 2.45 0.2964
O 2.07 -2.25 -0.96 -0.7332
H 1.65 -1.35 -0.88 0.3255
O 3.04 5.11 1.11 -0.6130
H -0.13 1.22 2.77 0.3137
H 3.94 4.93 1.16 0.2954
```

Calculated values
Total charge: -1
Multiplicity: 1
Orbital gap, eV: 9.8

iv | This record from the OMol25 dataset describes 17 unconnected molecules or ions with the total composition H33O17. The level of theory is wB97M-V/def2-TZVPD.

XYZ file:
```
50
Properties=species:S:1:pos:R:3:mulliken_charge:R:1
H 4.41 -0.02 -0.11 0.2897
H 4.40 -0.88 -1.31 0.3532
H -1.43 -2.34 2.98 0.4546
O -4.36 1.04 -3.74 -0.6341
O -1.30 4.12 2.32 -0.6277
O -1.19 -0.16 0.83 -0.6589
H 1.85 0.04 -3.20 0.3052
O -0.39 1.97 -3.80 -0.6085
H -1.38 0.98 5.07 0.3546
O -2.16 -4.38 1.46 -0.6926
H 4.90 1.70 3.59 0.3102
O 2.05 -0.82 -1.77 -0.7377
O -2.38 -2.32 3.26 -0.7171
O -0.09 -2.43 -6.05 -0.6259
H -2.30 -3.70 2.17 0.3861
H -0.31 0.07 0.40 0.3544
H 0.17 -3.01 2.21 0.3655
H -1.17 3.50 1.60 0.3245
O 2.23 0.17 -4.14 -0.6145
O -1.12 -1.38 -2.03 -0.6095
O -0.75 1.71 5.02 -0.6190
H 0.79 3.42 -0.12 0.2429
H 1.65 -0.21 -0.93 0.3970
O -3.46 0.88 3.16 -0.6382
O 5.30 2.29 2.97 -0.6273
H 5.68 1.56 2.45 0.3155
O 1.23 0.37 0.19 -1.0106
H -3.53 0.81 -3.31 0.3213
H 0.96 1.96 0.40 0.4856
O 0.61 2.87 0.64 -0.6175
H -0.55 4.11 2.91 0.2977
H -0.35 -1.06 -1.54 0.3174
H -2.70 -3.00 3.83 0.2605
H 0.34 2.57 -3.68 0.3010
H -1.02 -1.07 -2.93 0.2557
H -0.21 -1.60 -5.57 0.3188
H -0.24 -1.82 1.33 0.4009
H -5.02 0.42 -3.48 0.3131
O 4.96 -0.66 -0.55 -0.6602
H -3.27 -0.05 2.96 0.3369
H -1.01 2.13 4.18 0.2787
H -0.15 1.12 -3.42 0.2856
H -1.85 -3.85 0.73 0.3182
H 1.98 0.22 0.77 0.1509
H 0.73 -2.69 -5.60 0.3250
H 1.92 -1.74 -1.59 0.2363
H 1.93 -0.73 -4.33 0.2246
H -1.76 0.59 0.66 0.2471
O 0.05 -2.05 2.22 -0.6833
H -2.67 1.35 2.87 0.2537
```

Calculated values
Total charge: -1
Multiplicity: 1
Orbital gap, eV: 9.6

iv is the most stable structure; the next one sits 37.7 kcal/mol above it.

i | This record from the OMol25 dataset describes 2 unconnected molecules or ions with the total composition HN3O. The level of theory is wB97M-V/def2-TZVPD.

XYZ file:
```
5
Properties=species:S:1:pos:R:3:mulliken_charge:R:1
H 1.10 -1.89 0.08 0.1989
N -1.01 1.39 0.40 0.1699
N 0.51 -1.14 -0.32 -0.0043
O 1.02 -0.47 -1.16 -0.1970
N -1.61 2.10 0.99 -0.1675
```

Calculated values
Multiplicity: 1
SMILES: N#N.N=O
Orbital gap, eV: 9.2

ii | This record from the OMol25 dataset describes 2 unconnected molecules or ions with the total composition HN3O. The level of theory is wB97M-V/def2-TZVPD.

XYZ file:
```
5
Properties=species:S:1:pos:R:3:mulliken_charge:R:1
O -0.37 -0.85 -0.80 -0.2315
N 1.92 -0.06 0.84 -0.0052
N -1.13 -0.20 -0.12 0.0230
N 1.06 0.63 0.78 -0.0017
H -1.48 0.48 -0.70 0.2154
```

Calculated values
Multiplicity: 1
SMILES: N#N.N=O
Orbital gap, eV: 9.4

i is the most stable structure; the next one sits 7.8 kcal/mol above it.

i | This record from the OMol25 dataset describes C2H3ClF2 in the gas phase. The level of theory is wB97M-V/def2-TZVPD.

XYZ file:
```
8
Properties=species:S:1:pos:R:3:mulliken_charge:R:1
H -1.50 -0.01 -0.34 0.3432
C 0.45 0.58 0.47 0.2903
H -0.14 0.56 1.38 0.1918
F 1.52 -0.24 0.75 -0.2607
Cl 0.00 -0.71 -2.08 -0.1734
F 0.93 1.69 0.06 -0.1982
H -0.68 -1.38 0.17 0.3448
C -0.57 -0.49 -0.41 -0.5377
```

Calculated values
Multiplicity: 1
SMILES: FC(F)CCl
Orbital gap, eV: 11.5

ii | This record from the OMol25 dataset describes 2 unconnected molecules or ions with the total composition C2H3ClF2. The level of theory is wB97M-V/def2-TZVPD.

XYZ file:
```
8
Properties=species:S:1:pos:R:3:mulliken_charge:R:1
Cl 2.50 -0.98 0.76 -0.1069
F -0.62 1.07 -1.82 -0.1773
F -2.29 0.50 -0.52 -0.1936
H 1.34 0.75 1.85 0.3028
H 0.21 -0.40 0.90 0.2219
H -1.17 -0.86 -1.52 0.2399
C 1.16 -0.21 1.39 -0.4030
C -1.12 0.11 -1.04 0.1162
```

Calculated values
Multiplicity: 1
Orbital gap (spin up / spin down), eV: 8.3 / 9.3

i is the most stable structure; the next one sits 71.0 kcal/mol above it.

i | This record from the OMol25 dataset describes C2H7N3 in the gas phase. The level of theory is wB97M-V/def2-TZVPD.

XYZ file:
```
12
Properties=species:S:1:pos:R:3:mulliken_charge:R:1
N -1.97 -0.32 0.17 -0.6051
H 1.06 1.50 -0.85 0.2285
H 1.23 -0.74 1.16 0.2632
C -0.98 -0.84 -0.27 0.2780
H -1.10 -1.99 -0.60 0.2740
H -1.94 0.64 0.16 0.2314
H 0.55 0.98 1.05 0.3282
C 0.31 1.08 -0.09 -0.9526
H -0.54 1.88 -0.05 0.2846
H 2.11 -0.74 -0.35 0.2918
N 0.16 -0.31 -0.46 0.1086
N 1.11 -1.13 0.15 -0.7307
```

Calculated values
Multiplicity: 1
SMILES: [H]/N=C\N(C)N
Orbital gap, eV: 9.8

ii | This record from the OMol25 dataset describes 2 unconnected molecules or ions with the total composition C2H7N3. The level of theory is wB97M-V/def2-TZVPD.

XYZ file:
```
12
Properties=species:S:1:pos:R:3:mulliken_charge:R:1
C 0.37 -1.89 2.06 -0.2216
H 0.03 1.76 0.35 0.2413
H -0.71 -1.59 2.14 0.2080
N -0.33 1.02 -2.69 -0.4443
H -1.66 1.18 -1.09 0.2602
N 1.37 -1.29 2.63 -0.4807
H 0.62 0.71 -2.87 0.2367
C -0.59 1.29 -1.35 0.1469
H 0.62 -2.72 1.40 0.2507
N 0.36 1.37 -0.51 -0.6572
H -1.06 0.76 -3.34 0.2172
H 0.99 -0.60 3.27 0.2431
```

Calculated values
Multiplicity: 1
SMILES: [H]/N=C/N.C=N
Orbital gap, eV: 10.2

ii is the most stable structure; the next one sits 57.2 kcal/mol above it.

i | This record from the OMol25 dataset describes 2 unconnected molecules or ions with the total composition C2H7N3. The level of theory is wB97M-V/def2-TZVPD.

XYZ file:
```
12
Properties=species:S:1:pos:R:3:mulliken_charge:R:1
N 2.03 0.56 0.73 0.1276
H -0.23 1.07 -1.54 0.2814
N 1.93 0.37 1.83 -0.1895
H -0.48 2.05 -0.08 0.3172
H 0.08 0.16 1.41 0.4251
H 0.23 -1.36 -1.26 0.2916
C -0.20 -1.30 -0.26 -0.9269
H -1.74 0.92 -0.63 0.2812
N -0.02 0.04 0.26 -0.2650
C -0.66 1.07 -0.53 -0.9228
H 0.31 -2.00 0.40 0.3025
H -1.26 -1.58 -0.33 0.2778
```

Calculated values
Multiplicity: 1
SMILES: CNC.N#N
Orbital gap, eV: 9.4

ii | This record from the OMol25 dataset describes 3 unconnected molecules or ions with the total composition C2H7N3. The level of theory is wB97M-V/def2-TZVPD.

XYZ file:
```
12
Properties=species:S:1:pos:R:3:mulliken_charge:R:1
H 0.60 -1.91 0.49 0.3497
H -2.16 -0.94 0.99 0.2059
C -0.06 0.20 -0.05 1.1891
H -1.95 -1.52 -0.54 0.2017
H -1.41 1.52 -0.68 0.3030
C 0.28 -0.90 0.44 -0.8351
H 2.33 0.45 0.96 0.2059
N -0.44 1.41 -0.42 -0.4210
H 0.29 2.05 -0.69 0.3030
N -1.86 -0.69 0.05 -0.8519
H 2.46 -0.14 -0.57 0.2017
N 1.93 0.49 0.02 -0.8520
```

Calculated values
Multiplicity: 1
Orbital gap, eV: 8.2

iii | This record from the OMol25 dataset describes C2H7N3 in the gas phase. The level of theory is wB97M-V/def2-TZVPD.

XYZ file:
```
12
Properties=species:S:1:pos:R:3:mulliken_charge:R:1
N -0.54 0.81 -0.46 -0.1844
H -1.34 -1.49 0.76 0.2282
H 1.40 -1.17 0.05 0.2718
N -2.07 -1.07 0.17 -0.5797
H 2.27 -0.17 1.17 0.2909
C -1.66 -0.08 -0.50 -0.0632
H -2.40 0.30 -1.21 0.3316
H 2.33 0.20 -0.62 0.2365
H -0.42 1.28 -1.36 0.2429
C 1.67 -0.11 0.21 -0.6966
H 0.23 0.77 1.40 0.2678
N 0.54 0.73 0.39 -0.3458
```

Calculated values
Multiplicity: 1
SMILES: [H]/N=C\NNC
Orbital gap, eV: 9.7

i is the most stable structure; the next one sits 17.8 kcal/mol above it.